(1)
The following is a quantum chemistry calculation of a 2-piece molecular cluster, C4H12O2 overall at a distorted geometry, from the Open Molecules 2025 dataset.

## Properties
Strongest force on any atom in eV/Å: 4.31
Frontier orbital gap in eV: 10.769
SMILES string: CCO.CCO

```
! RIJCOSX wB97M-V def2-TZVPD def2/J DEFGRID3
* xyz 0 1
C -0.644 2.297 -1.968
C -1.135 1.103 -0.966
O -2.088 0.365 -1.652
H 0.447 2.452 -1.842
H -0.660 2.119 -3.061
H -1.229 3.173 -1.703
H -1.565 1.331 0.084
H -0.278 0.438 -0.869
H -2.907 0.283 -1.102
C 0.732 -0.327 1.793
C 1.009 -1.524 1.088
O 2.176 -2.072 1.564
H 1.717 0.209 1.912
H -0.082 0.269 1.275
H 0.533 -0.577 2.838
H 1.084 -1.367 -0.022
H 0.011 -2.178 1.090
H 2.446 -1.793 2.413
*
```

=====

(2)
The following is a quantum chemistry calculation of a 2-piece molecular cluster, C4H12O2 overall at a distorted geometry, from the Open Molecules 2025 dataset.

## Properties
Strongest force on any atom in eV/Å: 1.34
Frontier orbital gap in eV: 11.025
SMILES string: CCO.CCO

```
! RIJCOSX wB97M-V def2-TZVPD def2/J DEFGRID3
* xyz 0 1
C -1.658 -2.479 -0.313
C -0.589 -1.579 0.277
O 0.718 -2.049 -0.003
H -1.471 -2.616 -1.384
H -1.480 -3.489 0.055
H -2.665 -2.133 -0.130
H -0.721 -1.523 1.365
H -0.705 -0.578 -0.100
H 0.821 -2.892 0.447
C 0.962 1.713 0.736
C 1.110 2.163 -0.698
O 0.406 3.365 -0.950
H -0.093 1.765 1.037
H 1.360 0.716 0.915
H 1.441 2.446 1.389
H 0.757 1.379 -1.381
H 2.163 2.374 -0.918
H -0.358 3.417 -0.344
*
```

=====

(3)
The following is a quantum chemistry calculation of a 4-piece molecular cluster, C4H12O3 overall at a distorted geometry, from the Open Molecules 2025 dataset.

## Properties
Strongest force on any atom in eV/Å: 4.82
Frontier orbital gap in eV: 9.392
SMILES string: C=CC=C.O.O.O

```
! RIJCOSX wB97M-V def2-TZVPD def2/J DEFGRID3
* xyz 0 1
C -0.637 -3.539 0.704
C -1.552 -4.062 1.603
C -1.318 -3.810 3.140
C -2.253 -4.176 4.054
H 0.066 -2.769 1.122
H -0.761 -3.628 -0.414
H -2.547 -4.484 1.282
H -0.854 -2.918 3.337
H -2.078 -3.851 5.111
H -3.168 -4.476 3.550
O 5.278 4.443 -2.523
H 5.467 4.169 -1.619
H 4.281 4.329 -2.517
O -0.230 3.298 0.497
H -0.032 2.363 0.550
H -1.241 3.407 0.245
O -0.616 3.930 -5.101
H 0.213 4.122 -4.644
H -0.237 3.883 -5.994
*
```

=====

(4)
The following is a quantum chemistry calculation of a 4-piece molecular cluster, C4H12O3 overall at a distorted geometry, from the Open Molecules 2025 dataset.

## Properties
Strongest force on any atom in eV/Å: 2.00
<S²>: 0.79
Frontier orbital gap (spin up / spin down) in eV: 8.898 / 6.115

```
! RIJCOSX wB97M-V def2-TZVPD def2/J DEFGRID3
* xyz 1 2
C -0.351 -2.368 1.150
C 0.659 -2.142 0.243
C 0.512 -1.142 -0.744
C 1.554 -0.606 -1.472
H -1.297 -1.860 0.967
H -0.232 -2.994 2.018
H 1.449 -2.880 0.149
H -0.505 -0.839 -0.986
H 1.296 0.158 -2.191
H 2.461 -1.202 -1.504
H -1.425 0.974 -0.969
H -2.935 1.562 -0.837
O -2.373 0.808 -0.960
H 0.067 3.341 -0.494
H 0.993 2.116 -0.115
O 0.531 2.561 -0.824
H 0.435 1.372 3.060
H -0.295 0.330 2.274
O 0.017 1.234 2.197
*
```

=====

(5)
The following is a quantum chemistry calculation of a 2-piece molecular cluster, C4H12O3Si overall at a distorted geometry, from the Open Molecules 2025 dataset.

## Properties
Strongest force on any atom in eV/Å: 7.68
<S²>: 2.01
Frontier orbital gap (spin up / spin down) in eV: 5.754 / 7.845

```
! RIJCOSX wB97M-V def2-TZVPD def2/J DEFGRID3
* xyz 0 3
C -1.574 0.189 1.834
C -0.153 2.262 0.266
C -1.789 0.249 -1.422
C 3.083 -2.401 -0.821
O 2.737 -1.874 -1.871
O 2.456 -2.483 0.356
O 0.564 -0.540 0.093
Si -0.729 0.567 0.166
H -0.769 0.568 2.447
H -2.530 0.719 2.072
H -1.991 -0.814 2.157
H 0.822 2.641 -0.260
H -0.914 3.046 0.074
H 0.149 2.466 1.274
H -1.042 0.133 -2.281
H -2.469 -0.610 -1.268
H -2.438 1.096 -1.788
H 4.102 -2.788 -0.593
H 0.821 -0.657 -0.816
H 1.665 -1.770 0.382
*
```

=====

(6)
The following is a quantum chemistry calculation of a 2-piece molecular cluster, C4H12O4 overall at a distorted geometry, from the Open Molecules 2025 dataset.

## Properties
Strongest force on any atom in eV/Å: 1.90
Frontier orbital gap in eV: 11.175
SMILES string: CC(O)O.CC(O)O

```
! RIJCOSX wB97M-V def2-TZVPD def2/J DEFGRID3
* xyz 0 1
C 2.953 0.701 -0.190
C 1.691 0.348 0.576
O 0.772 1.393 0.490
O 2.015 0.043 1.896
H 3.644 -0.135 -0.160
H 2.697 0.949 -1.215
H 3.419 1.561 0.282
H 1.182 -0.562 0.098
H -0.050 1.094 0.945
H 1.227 -0.273 2.356
C -2.246 -1.331 -1.199
C -1.572 -0.261 -0.351
O -1.687 -0.523 1.034
O -2.155 0.972 -0.666
H -2.044 -1.135 -2.247
H -1.857 -2.310 -0.932
H -3.324 -1.306 -1.044
H -0.456 -0.337 -0.557
H -2.627 -0.579 1.251
H -1.581 1.689 -0.368
*
```

=====

(7)
The following is a quantum chemistry calculation of a 2-piece molecular cluster, C4H12OS overall at a distorted geometry, from the Open Molecules 2025 dataset.

## Properties
Strongest force on any atom in eV/Å: 6.26
<S²>: 0.75
Frontier orbital gap (spin up / spin down) in eV: 2.397 / 8.291

```
! RIJCOSX wB97M-V def2-TZVPD def2/J DEFGRID3
* xyz -1 2
C -0.625 0.707 -2.385
C -2.005 1.584 -0.078
S -2.238 1.094 -1.631
H -0.870 0.165 -3.392
H -0.268 1.717 -2.392
H -0.118 -0.029 -1.859
H -2.673 2.370 0.328
H -1.130 2.150 0.096
H -1.983 0.796 0.794
C 1.805 -1.445 0.798
C 1.160 -0.820 2.110
O 0.971 -1.042 -0.266
H 2.863 -1.068 0.640
H 1.670 -2.615 0.658
H 0.221 -0.368 1.916
H 0.315 -1.799 -0.600
H 1.706 0.093 2.361
H 1.198 -1.490 2.903
*
```

=====

(8)
The following is a quantum chemistry calculation of a 2-piece molecular cluster, C4H12OS overall at a distorted geometry, from the Open Molecules 2025 dataset.

## Properties
Strongest force on any atom in eV/Å: 1.71
<S²>: 0.75
Frontier orbital gap (spin up / spin down) in eV: 8.188 / 3.315

```
! RIJCOSX wB97M-V def2-TZVPD def2/J DEFGRID3
* xyz 1 2
C -4.047 -0.126 1.102
C -2.674 -0.707 0.564
S -2.664 -1.986 -0.727
H -4.116 0.945 0.921
H -4.095 -0.229 2.180
H -4.844 -0.630 0.568
H -1.922 -0.006 0.198
H -2.385 -1.260 1.453
H -2.352 -2.978 0.145
C 3.287 0.041 -0.861
O 2.723 -0.353 0.425
C 3.329 1.563 -0.990
H 4.329 -0.279 -0.820
H 2.795 -0.442 -1.699
H 2.557 0.521 0.834
H 2.491 2.144 -0.603
H 4.253 2.001 -0.625
H 3.336 1.782 -2.066
*
```

=====

Ordered ΔE to the lowest compared entry with this formula, charge and spin results: 2.0342; 0.6660; 3.3076; 1.6001; 0.0000; 0.7509; 2.2771; 1.9536; unit eV.
Ordered E results: -309.998169; -310.048448; -385.200202; -384.936712; -674.674439; -460.555045; -632.887413; -632.638582; unit Ha.